Entry 1:
{"formula": "C28H30BrN4O5Ta", "method": "ωB97M-V/def2-TZVPD", "species": ["Ta", "C", "O", "C", "C", "C", "C", "C", "C", "N", "N", "C", "C", "O", "C", "C", "C", "C", "C", "C", "C", "C", "H", "H", "H", "H", "H", "H", "H", "H", "H", "H", "H", "H", "H", "O", "C", "C", "C", "N", "C", "Br", "C", "H", "H", "H", "H", "C", "N", "C", "C", "O", "H", "H", "H", "H", "H", "H", "H", "C", "O", "C", "C", "H", "H", "H", "H", "H", "H"], "xyz": [[0.193, 0.012, 0.807], [-0.066, -3.501, 1.359], [0.259, -2.382, 0.514], [0.645, -2.671, -0.801], [1.215, -3.870, -1.187], [1.585, -4.043, -2.517], [1.383, -3.030, -3.441], [0.799, -1.836, -3.044], [0.432, -1.658, -1.726], [-0.204, -0.471, -1.246], [-1.008, 0.059, -2.060], [-1.875, 1.021, -1.624], [-2.306, 1.081, -0.294], [-1.711, 0.371, 0.674], [-3.449, 1.826, 0.042], [-4.093, 2.563, -0.907], [-3.667, 2.581, -2.258], [-4.340, 3.352, -3.231], [-3.932, 3.326, -4.535], [-2.838, 2.526, -4.909], [-2.163, 1.775, -3.981], [-2.568, 1.786, -2.635], [0.826, -4.090, 1.570], [-0.453, -3.087, 2.285], [-0.821, -4.117, 0.873], [1.362, -4.673, -0.481], [2.025, -4.980, -2.827], [1.668, -3.173, -4.474], [0.607, -1.040, -3.752], [-3.793, 1.805, 1.066], [-4.963, 3.146, -0.632], [-5.181, 3.961, -2.928], [-4.446, 3.915, -5.280], [-2.523, 2.505, -5.943], [-1.317, 1.172, -4.279], [-1.676, -0.979, 6.898], [-1.360, -0.789, 5.626], [-2.215, -1.059, 4.545], [-1.774, -0.812, 3.270], [-0.543, -0.330, 2.987], [0.251, -0.085, 4.046], [1.945, 0.596, 3.640], [-0.084, -0.284, 5.354], [-2.571, -1.318, 7.015], [-3.213, -1.445, 4.701], [-2.416, -0.986, 2.419], [0.599, -0.060, 6.158], [5.666, -1.233, 0.134], [4.292, -0.866, -0.220], [4.031, -0.558, -1.626], [3.355, -0.811, 0.671], [2.172, -0.454, 0.399], [6.054, -1.922, -0.614], [5.693, -1.713, 1.108], [6.289, -0.341, 0.150], [4.255, -1.439, -2.227], [4.671, 0.263, -1.943], [2.985, -0.284, -1.752], [3.625, -1.096, 1.690], [-0.925, 3.154, 2.036], [-0.078, 3.101, 0.884], [0.609, 1.993, 0.573], [1.877, 2.416, -0.145], [-0.303, 3.401, 2.900], [-1.450, 2.224, 2.215], [-1.639, 3.955, 1.866], [1.828, 3.485, -0.347], [2.012, 1.888, -1.090], [2.752, 2.228, 0.480]], "forces_ev_per_a": [[0.04, -0.21, 0.25], [0.06, -0.04, 0.05], [-0.06, 0.12, -0.27], [0.00, -0.07, 0.29], [0.01, -0.02, 0.04], [-0.01, 0.03, 0.04], [-0.02, 0.06, -0.01], [0.06, -0.04, -0.27], [-0.05, 0.07, -0.07], [0.17, 0.15, 0.24], [-0.37, 0.16, -0.23], [0.19, -0.12, -0.21], [-0.06, 0.04, 0.04], [-0.18, -0.10, 0.09], [-0.01, 0.04, 0.13], [-0.01, 0.02, 0.00], [0.00, 0.02, -0.06], [0.02, -0.03, 0.05], [0.03, -0.02, -0.04], [-0.03, 0.02, 0.00], [0.00, 0.00, 0.00], [0.12, -0.08, -0.07], [-0.01, 0.02, 0.02], [0.00, 0.00, -0.02], [0.01, 0.00, 0.01], [0.01, -0.02, 0.03], [0.00, -0.02, 0.01], [0.00, 0.01, -0.02], [0.01, -0.02, 0.00], [-0.01, 0.00, 0.03], [-0.01, 0.01, 0.02], [-0.02, 0.01, 0.02], [-0.01, 0.01, -0.02], [0.00, 0.00, -0.01], [0.01, -0.01, 0.00], [0.10, 0.04, -0.01], [-0.09, -0.02, -0.23], [0.15, 0.05, 0.23], [0.08, 0.04, -0.01], [0.17, 0.16, 0.24], [-0.22, -0.11, -0.33], [0.33, 0.07, -0.11], [-0.26, -0.10, 0.12], [-0.11, -0.04, 0.00], [-0.03, -0.01, 0.01], [-0.02, -0.01, 0.00], [0.04, 0.01, 0.05], [0.00, -0.01, -0.02], [0.21, -0.09, -0.19], [-0.08, 0.08, -0.07], [0.01, -0.04, 0.00], [-0.25, 0.09, 0.33], [-0.04, -0.02, 0.01], [-0.04, 0.02, 0.04], [0.03, 0.03, -0.03], [-0.01, 0.00, 0.01], [0.03, 0.01, 0.02], [0.15, -0.05, -0.01], [-0.04, 0.07, -0.04], [0.06, 0.10, 0.03], [0.08, 0.01, -0.13], [0.03, -0.15, 0.17], [-0.07, 0.04, -0.10], [-0.04, -0.01, -0.01], [-0.10, -0.17, -0.04], [0.03, -0.02, -0.02], [0.02, 0.01, -0.01], [0.02, -0.01, 0.05], [0.03, 0.03, 0.03]], "nbo_charge": [1.84, -0.25, -0.58, 0.34, -0.28, -0.17, -0.20, -0.18, 0.01, -0.32, -0.08, 0.06, 0.36, -0.76, -0.29, -0.07, -0.01, -0.18, -0.19, -0.16, -0.20, -0.05, 0.20, 0.20, 0.22, 0.24, 0.24, 0.24, 0.25, 0.23, 0.23, 0.23, 0.24, 0.23, 0.22, -0.60, 0.41, -0.32, 0.08, -0.62, 0.16, 0.19, -0.31, 0.51, 0.25, 0.24, 0.27, -0.41, -0.31, -0.43, 0.57, -0.74, 0.24, 0.23, 0.23, 0.23, 0.24, 0.24, 0.18, -0.25, -0.50, 0.01, -0.69, 0.20, 0.18, 0.22, 0.26, 0.22, 0.23], "largest_force_ev_per_a": 0.47, "e_tot_ha": -4310.74731, "homo_ha": -0.4560, "homo_lumo_gap_ev": 6.24, "charge": 2}

***

Entry 2:
{"formula": "C28H30Cl2FIrNO2S4", "method": "ωB97M-V/def2-TZVPD", "species": ["Ir", "C", "C", "S", "C", "C", "S", "C", "C", "S", "C", "C", "S", "H", "H", "H", "H", "H", "H", "H", "H", "H", "H", "H", "H", "H", "H", "H", "H", "F", "C", "C", "C", "C", "C", "C", "H", "H", "H", "H", "Cl", "C", "C", "C", "C", "C", "Cl", "C", "N", "C", "C", "C", "C", "C", "C", "C", "C", "O", "O", "H", "H", "H", "H", "H", "H", "H", "H", "H", "H"], "xyz": [[0.001, 0.525, -0.006], [2.446, 1.183, -1.463], [1.568, 0.732, -2.654], [-0.109, -0.030, -2.304], [-1.483, 1.228, -2.447], [-2.681, 0.770, -1.598], [-2.328, -0.033, 0.062], [-2.484, 1.170, 1.458], [-1.587, 0.786, 2.652], [0.132, 0.096, 2.353], [1.502, 1.367, 2.419], [2.698, 0.908, 1.572], [2.333, 0.016, -0.020], [2.182, 2.164, -1.101], [3.481, 1.207, -1.811], [2.057, -0.087, -3.176], [1.446, 1.559, -3.353], [-1.806, 1.278, -3.490], [-1.152, 2.201, -2.136], [-3.225, -0.031, -2.100], [-3.369, 1.603, -1.452], [-3.515, 1.137, 1.819], [-2.285, 2.159, 1.073], [-2.034, -0.058, 3.180], [-1.536, 1.617, 3.354], [1.831, 1.469, 3.455], [1.128, 2.311, 2.070], [3.276, 0.156, 2.111], [3.350, 1.762, 1.382], [-0.070, 6.776, -0.061], [-0.061, 5.436, -0.043], [0.315, 4.743, -1.170], [0.316, 3.351, -1.135], [-0.046, 2.597, -0.005], [-0.415, 3.375, 1.104], [-0.427, 4.769, 1.101], [0.599, 5.280, -2.067], [0.617, 2.870, -2.051], [-0.709, 2.916, 2.033], [-0.716, 5.326, 1.983], [-1.870, -6.010, 1.499], [-0.213, -6.368, 1.883], [0.142, -6.361, 3.223], [1.427, -6.689, 3.612], [2.353, -7.054, 2.650], [1.988, -7.061, 1.319], [3.173, -7.527, 0.132], [0.703, -6.702, 0.879], [0.414, -6.762, -0.479], [-0.525, -5.986, -1.215], [-1.481, -6.635, -1.985], [-2.387, -5.910, -2.744], [-2.318, -4.525, -2.750], [-1.348, -3.883, -1.996], [-0.443, -4.595, -1.216], [0.628, -3.911, -0.397], [0.697, -2.430, -0.665], [1.394, -2.008, -1.594], [0.012, -1.685, 0.154], [-0.613, -6.119, 3.959], [1.701, -6.678, 4.658], [3.362, -7.333, 2.924], [0.979, -7.400, -1.012], [-1.525, -7.717, -1.953], [-3.143, -6.426, -3.322], [-3.017, -3.948, -3.344], [-1.284, -2.800, -2.027], [1.602, -4.341, -0.630], [0.431, -4.058, 0.667]], "forces_ev_per_a": [[0.05, -5.99, 0.78], [0.66, -0.37, -0.05], [-0.01, -0.30, -0.23], [-0.07, 2.00, 0.88], [-0.06, -0.44, -0.67], [-0.39, -0.18, 0.22], [1.13, 1.42, -0.20], [-0.73, -0.23, -0.02], [0.11, -0.18, 0.33], [-0.10, 1.48, -1.20], [0.04, -0.29, 0.70], [0.27, -0.11, -0.21], [-0.93, 1.60, -0.04], [0.02, 0.06, 0.08], [-0.02, -0.05, -0.08], [0.02, 0.02, -0.03], [0.04, -0.02, -0.03], [-0.10, -0.02, 0.06], [0.00, 0.07, 0.01], [-0.05, 0.07, -0.03], [0.00, -0.02, -0.02], [0.02, 0.03, 0.06], [0.03, 0.04, -0.04], [-0.04, 0.05, 0.05], [-0.07, -0.03, 0.04], [0.04, -0.02, -0.02], [0.02, 0.11, 0.00], [0.07, 0.08, 0.01], [-0.01, -0.01, 0.05], [0.00, 0.03, 0.00], [0.01, 0.10, 0.00], [0.04, -0.16, -0.16], [-0.01, 0.57, 0.25], [0.10, 0.01, -0.31], [-0.01, 0.49, -0.25], [-0.06, -0.17, 0.17], [0.00, 0.00, 0.04], [-0.03, 0.04, 0.00], [0.04, 0.04, 0.04], [0.00, 0.01, -0.03], [0.02, 0.01, -0.02], [-0.07, -0.02, 0.08], [-0.03, 0.09, 0.04], [-0.01, -0.02, 0.06], [0.08, -0.03, -0.04], [0.09, 0.06, 0.00], [-0.02, 0.01, 0.03], [-0.03, -0.11, -0.42], [-0.26, 0.06, 0.24], [0.22, -0.17, 0.14], [-0.11, -0.03, -0.03], [0.09, -0.05, -0.01], [-0.05, -0.01, 0.00], [0.00, 0.05, 0.10], [0.03, 0.15, -0.05], [-0.24, -0.04, 0.10], [0.04, 0.15, 0.33], [-0.11, 0.18, 0.05], [0.28, 0.10, -0.61], [0.02, 0.03, -0.05], [-0.02, -0.02, -0.02], [-0.03, 0.00, -0.03], [0.06, -0.01, -0.02], [-0.01, 0.03, -0.01], [0.04, 0.01, 0.00], [0.03, -0.02, 0.01], [-0.03, -0.04, 0.01], [0.01, -0.06, -0.01], [0.02, -0.01, -0.01]], "nbo_charge": [0.49, -0.52, -0.52, 0.48, -0.55, -0.51, 0.44, -0.53, -0.52, 0.41, -0.51, -0.54, 0.48, 0.25, 0.24, 0.27, 0.25, 0.24, 0.26, 0.25, 0.26, 0.25, 0.26, 0.26, 0.26, 0.24, 0.26, 0.25, 0.26, -0.32, 0.46, -0.29, -0.29, -0.28, -0.30, -0.29, 0.24, 0.20, 0.19, 0.24, 0.01, -0.09, -0.22, -0.22, -0.22, -0.07, 0.00, 0.19, -0.65, 0.15, -0.21, -0.20, -0.24, -0.15, -0.02, -0.54, 0.83, -0.71, -0.77, 0.23, 0.23, 0.24, 0.42, 0.22, 0.22, 0.21, 0.18, 0.25, 0.24], "largest_force_ev_per_a": 6.04, "de_lowest_kj_mol": 186.81, "e_tot_ha": -4007.28991, "homo_ha": -0.3614, "homo_lumo_gap_ev": 6.28, "charge": 1}

***

Entry 3:
{"formula": "C28H30Cl41IO4", "method": "ωB97M-V/def2-TZVPD", "species": ["C", "C", "C", "C", "C", "C", "C", "C", "O", "C", "C", "C", "C", "C", "C", "I", "O", "C", "O", "C", "C", "C", "O", "Cl", "H", "H", "H", "H", "H", "H", "H", "H", "H", "H", "H", "H", "H", "H", "H", "H", "H", "H", "H", "H", "H", "H", "H", "H", "H", "H", "H", "H", "H", "H", "Cl", "C", "Cl", "Cl", "Cl", "Cl", "C", "Cl", "Cl", "Cl", "Cl", "C", "Cl", "Cl", "Cl", "Cl", "C", "Cl", "Cl", "Cl", "Cl", "C", "Cl", "Cl", "Cl", "Cl", "C", "Cl", "Cl", "Cl", "Cl", "C", "Cl", "Cl", "Cl", "Cl", "C", "Cl", "Cl", "Cl", "Cl", "C", "Cl", "Cl", "Cl", "Cl", "C", "Cl", "Cl", "Cl"], "xyz": [[4.144, -4.058, -2.764], [4.227, -3.429, -1.373], [3.605, -2.015, -1.345], [2.186, -2.013, -0.765], [1.315, -0.910, -1.390], [0.123, -0.405, -0.515], [0.640, 0.208, 0.785], [1.812, 1.181, 0.647], [3.022, 0.519, 0.956], [4.099, 1.413, 1.183], [5.386, 0.860, 0.620], [-0.687, 0.535, -1.452], [-1.434, 1.753, -0.910], [-2.278, 1.511, 0.358], [-3.750, 1.803, 0.134], [-4.793, 1.514, 1.987], [-1.650, -0.305, -2.119], [-1.874, -1.439, -1.415], [-2.800, -2.160, -1.641], [-0.788, -1.637, -0.368], [-1.432, -1.951, 0.997], [-0.733, -3.112, 1.650], [-0.508, -4.157, 1.146], [-0.231, -2.815, 3.343], [4.751, -3.479, -3.458], [3.109, -4.062, -3.106], [4.511, -5.083, -2.734], [5.264, -3.380, -1.050], [3.682, -4.048, -0.659], [3.572, -1.607, -2.357], [4.237, -1.366, -0.743], [2.248, -1.904, 0.317], [1.727, -2.978, -0.984], [0.858, -1.344, -2.285], [1.919, -0.075, -1.744], [0.967, -0.603, 1.436], [-0.139, 0.733, 1.331], [1.854, 1.638, -0.348], [1.659, 1.994, 1.366], [4.223, 1.551, 2.264], [3.894, 2.396, 0.755], [6.214, 1.551, 0.773], [5.303, 0.664, -0.448], [5.636, -0.086, 1.101], [-0.009, 0.895, -2.228], [-0.740, 2.586, -0.800], [-2.116, 2.046, -1.712], [-1.915, 2.153, 1.162], [-2.147, 0.491, 0.698], [-3.906, 2.830, -0.180], [-4.180, 1.099, -0.571], [-0.325, -2.572, -0.681], [-1.445, -1.114, 1.686], [-2.461, -2.276, 0.830], [4.995, 4.925, 0.643], [6.070, 4.767, -0.752], [6.118, 6.298, -1.622], [7.692, 4.353, -0.189], [5.465, 3.490, -1.813], [-0.484, -6.951, 3.166], [-1.701, -7.826, 2.233], [-2.496, -6.720, 1.111], [-0.925, -9.129, 1.327], [-2.898, -8.510, 3.340], [1.756, 6.891, 1.241], [1.496, 6.057, 2.776], [0.208, 4.861, 2.582], [2.988, 5.237, 3.247], [1.040, 7.223, 4.014], [-4.046, -1.280, -4.436], [-3.000, -1.417, -5.844], [-3.137, 0.043, -6.834], [-1.321, -1.611, -5.323], [-3.477, -2.823, -6.803], [6.927, -5.425, -0.258], [8.027, -5.600, -1.628], [7.998, -4.119, -2.593], [9.667, -5.887, -1.040], [7.509, -6.961, -2.627], [-7.252, 2.906, -1.261], [-7.401, 1.822, -2.652], [-8.228, 2.669, -3.963], [-5.794, 1.330, -3.196], [-8.333, 0.402, -2.183], [-2.548, -7.465, 6.979], [-3.758, -8.642, 7.491], [-4.148, -9.711, 6.138], [-3.121, -9.603, 8.829], [-5.219, -7.800, 8.013], [-4.862, 6.797, -0.135], [-5.186, 6.001, 1.409], [-6.466, 4.806, 1.186], [-3.718, 5.189, 1.964], [-5.687, 7.199, 2.602], [-12.655, 0.407, -2.494], [-12.585, 1.515, -1.119], [-11.004, 2.298, -1.084], [-13.850, 2.737, -1.282], [-12.828, 0.611, 0.378], [8.866, 9.740, 1.759], [7.265, 9.820, 1.019], [6.315, 11.088, 1.799], [7.430, 10.184, -0.703], [6.448, 8.267, 1.208]], "forces_ev_per_a": [[0.05, 0.05, 0.55], [-0.29, 0.45, -0.26], [0.04, -0.48, 0.20], [0.04, 0.36, -0.36], [-0.32, -0.30, 0.25], [0.81, -0.50, -0.74], [0.03, 0.03, -0.03], [-0.19, 0.06, 0.46], [0.00, -0.06, -0.37], [0.32, 0.08, 0.22], [-0.01, -0.32, -0.13], [0.09, 0.40, -0.08], [-0.19, -0.27, 0.01], [0.25, 0.45, -0.19], [0.25, -0.34, 0.31], [-0.06, -0.12, -0.14], [-0.08, -0.21, 0.33], [-0.01, 0.30, -0.18], [0.01, -0.04, 0.10], [-0.97, 0.03, 0.36], [0.14, 0.07, 0.11], [0.03, -0.20, 0.06], [0.12, 0.08, -0.05], [-0.05, 0.04, 0.00], [-0.01, -0.04, -0.17], [-0.03, -0.05, -0.14], [0.01, -0.07, -0.17], [0.06, -0.05, 0.01], [0.14, -0.12, 0.12], [0.12, 0.02, -0.09], [-0.08, 0.23, -0.04], [-0.02, -0.06, 0.08], [-0.04, -0.11, 0.11], [0.06, 0.15, -0.19], [0.11, 0.12, 0.21], [0.09, 0.05, 0.12], [-0.19, -0.09, -0.04], [0.06, 0.00, -0.08], [0.04, 0.08, -0.01], [-0.13, 0.09, 0.05], [-0.13, -0.01, -0.13], [0.00, 0.09, 0.08], [-0.05, 0.08, -0.06], [0.02, -0.02, 0.06], [-0.07, 0.00, -0.12], [0.09, 0.00, 0.21], [0.09, 0.07, -0.14], [0.02, -0.04, 0.10], [-0.20, -0.14, 0.08], [-0.18, 0.05, -0.02], [-0.15, 0.11, -0.09], [0.32, 0.10, -0.04], [-0.01, 0.08, -0.06], [-0.05, -0.08, 0.02], [0.00, 0.09, 0.00], [0.04, -0.01, 0.01], [0.00, -0.05, -0.14], [0.00, -0.01, -0.02], [0.00, 0.03, -0.02], [0.00, 0.01, 0.00], [-0.02, 0.03, 0.00], [-0.02, -0.04, 0.00], [0.00, 0.00, 0.00], [0.05, 0.04, -0.07], [-0.01, 0.00, -0.01], [0.00, 0.06, -0.11], [-0.04, -0.05, 0.01], [0.00, -0.05, 0.12], [0.00, -0.03, 0.01], [0.04, -0.05, -0.11], [-0.04, 0.00, 0.03], [0.00, 0.01, 0.00], [0.02, 0.00, 0.01], [0.00, 0.00, -0.01], [0.07, -0.09, 0.05], [-0.01, 0.01, -0.01], [0.00, 0.01, -0.01], [0.00, 0.00, 0.00], [0.00, 0.00, -0.01], [0.07, -0.05, -0.11], [-0.06, 0.01, 0.01], [-0.01, 0.00, 0.00], [-0.02, 0.03, 0.03], [0.11, -0.12, -0.05], [0.00, 0.00, 0.00], [0.02, 0.03, -0.01], [-0.07, -0.08, 0.09], [0.00, 0.00, 0.00], [0.00, 0.00, 0.00], [0.01, 0.02, -0.01], [0.00, 0.00, -0.10], [-0.04, 0.14, 0.16], [0.06, 0.05, 0.03], [0.01, -0.03, 0.00], [0.00, -0.01, -0.01], [0.01, -0.01, -0.01], [-0.06, 0.11, 0.06], [0.00, 0.00, 0.00], [0.00, 0.00, 0.00], [0.00, 0.00, 0.00], [0.00, 0.00, 0.00], [0.00, 0.00, 0.00], [0.00, 0.00, -0.01], [-0.03, 0.01, 0.12]], "lowdin_charge": [-0.11, -0.28, -0.19, -0.17, -0.12, -0.31, -0.08, -0.19, -0.14, -0.28, -0.09, -0.22, -0.10, -0.32, -0.64, 0.77, 0.03, -0.44, 0.11, -0.13, -0.11, -0.77, 0.03, 0.65, 0.07, 0.07, 0.06, 0.04, 0.10, 0.11, 0.08, 0.11, 0.11, 0.13, 0.12, 0.12, 0.10, 0.13, 0.12, 0.12, 0.06, 0.06, 0.06, 0.08, 0.15, 0.12, 0.12, 0.09, 0.07, 0.03, 0.03, 0.14, 0.09, 0.14, 0.49, -2.04, 0.52, 0.54, 0.55, 0.53, -2.05, 0.54, 0.52, 0.49, 0.52, -2.06, 0.51, 0.51, 0.54, 0.54, -2.05, 0.52, 0.53, 0.53, 0.55, -2.05, 0.53, 0.53, 0.52, 0.48, -2.04, 0.53, 0.52, 0.52, 0.52, -2.06, 0.50, 0.52, 0.52, 0.53, -2.05, 0.47, 0.49, 0.54, 0.52, -2.06, 0.50, 0.52, 0.52, 0.53, -2.06, 0.53, 0.52, 0.49], "largest_force_ev_per_a": 1.21, "e_tot_ha": -20551.33223, "homo_ha": -0.3494, "homo_lumo_gap_ev": 9.37, "smiles": "CCCCC[C@@]1(CCOCC)[C@H](CCCI)OC(=O)[C@@H]1CC(=O)Cl.ClC(Cl)(Cl)Cl.ClC(Cl)(Cl)Cl.ClC(Cl)(Cl)Cl.ClC(Cl)(Cl)Cl.ClC(Cl)(Cl)Cl.ClC(Cl)(Cl)Cl.ClC(Cl)(Cl)Cl.ClC(Cl)(Cl)Cl.ClC(Cl)(Cl)Cl.ClC(Cl)(Cl)Cl", "charge": 0}